# 1
Density functional theory data (ωB97M-V/def2-TZVPD) for a molecular structure, C45H65CsGe3O3SeSi.

Structure (XYZ):
```
119
Properties=species:S:1:pos:R:3:lowdin_charge:R:1
Cs -0.569 0.209 0.196 0.822
C -2.788 -3.195 1.254 -0.033
C -2.829 -2.059 2.276 -0.723
C -4.039 -2.245 3.196 -0.073
C -1.543 -2.075 3.106 -0.036
O -2.929 -0.859 1.534 -0.473
Ge -3.477 0.824 2.185 0.895
O -1.722 1.209 2.748 -0.448
C -1.246 2.385 3.359 -0.726
C -0.004 1.986 4.155 -0.033
C -0.866 3.414 2.287 -0.044
C -2.289 2.995 4.300 -0.076
O -3.129 1.637 0.506 -0.462
C -4.013 1.714 -0.588 -0.734
C -4.095 0.367 -1.314 -0.049
C -3.441 2.768 -1.537 -0.040
C -5.415 2.144 -0.142 -0.072
H -2.663 -4.164 1.744 0.081
H -1.952 -3.048 0.565 0.080
H -3.710 -3.205 0.668 0.081
H -4.002 -3.223 3.684 0.077
H -4.963 -2.171 2.617 0.078
H -4.061 -1.474 3.969 0.058
H -1.473 -2.995 3.695 0.088
H -1.508 -1.214 3.777 0.083
H -0.660 -2.031 2.465 0.053
H 0.716 1.494 3.496 0.080
H -0.271 1.275 4.941 0.082
H 0.475 2.857 4.614 0.083
H -0.016 3.061 1.697 0.057
H -0.577 4.367 2.742 0.082
H -1.709 3.577 1.613 0.076
H -2.620 2.247 5.023 0.078
H -3.164 3.339 3.743 0.060
H -1.865 3.846 4.841 0.075
H -3.123 0.092 -1.735 0.052
H -4.814 0.410 -2.138 0.086
H -4.390 -0.420 -0.618 0.078
H -2.432 2.484 -1.845 0.070
H -3.384 3.733 -1.030 0.082
H -4.055 2.872 -2.436 0.081
H -5.867 1.385 0.500 0.057
H -6.066 2.300 -1.007 0.076
H -5.352 3.074 0.428 0.079
C 2.235 -0.851 1.461 -0.068
C 2.086 -1.596 2.452 -0.258
C 1.840 -2.387 3.567 -0.193
C 1.588 -3.816 3.387 -0.186
C 1.763 -4.762 4.411 -0.054
C 1.524 -6.110 4.193 -0.114
C 1.106 -6.562 2.948 -0.124
C 0.950 -5.642 1.916 -0.091
C 1.194 -4.298 2.127 -0.030
C 1.770 -1.731 4.876 -0.178
C 2.496 -0.549 5.099 -0.037
C 2.412 0.131 6.300 -0.106
C 1.587 -0.331 7.319 -0.124
C 0.840 -1.483 7.108 -0.106
C 0.929 -2.173 5.909 -0.055
H 2.116 -4.436 5.380 0.101
H 1.675 -6.815 5.003 0.088
H 0.912 -7.615 2.782 0.084
H 0.632 -5.975 0.935 0.099
H 1.084 -3.586 1.318 0.108
H 3.111 -0.173 4.291 0.108
H 2.983 1.042 6.436 0.095
H 1.510 0.210 8.255 0.085
H 0.163 -1.839 7.877 0.091
H 0.303 -3.040 5.749 0.102
C 0.861 4.022 -1.124 -0.261
Ge 2.461 2.905 -1.465 0.657
C 3.224 2.428 0.276 -0.260
C 3.778 4.110 -2.337 -0.260
Ge 1.871 0.907 -2.794 0.709
C 3.571 -0.106 -2.813 -0.370
C 4.477 -0.081 -3.875 -0.126
C 5.670 -0.791 -3.818 -0.120
C 5.983 -1.538 -2.690 -0.124
C 5.096 -1.565 -1.622 -0.093
C 3.902 -0.859 -1.682 -0.123
C 1.636 1.593 -4.641 -0.380
C 1.693 0.724 -5.735 -0.161
C 1.439 1.166 -7.026 -0.110
C 1.106 2.494 -7.258 -0.119
C 1.031 3.372 -6.185 -0.109
C 1.295 2.922 -4.898 -0.139
H 1.083 4.770 -0.359 0.013
H 0.018 3.425 -0.773 -0.017
H 0.542 4.541 -2.030 0.001
H 3.277 3.317 0.911 0.011
H 4.233 2.033 0.139 0.015
H 2.652 1.647 0.780 -0.041
H 3.970 4.981 -1.704 0.004
H 3.419 4.451 -3.309 -0.007
H 4.718 3.575 -2.490 0.006
H 4.257 0.507 -4.759 0.084
H 6.358 -0.757 -4.656 0.086
H 6.912 -2.095 -2.645 0.085
H 5.326 -2.140 -0.733 0.098
H 3.229 -0.891 -0.829 0.040
H 1.916 -0.324 -5.563 0.091
H 1.484 0.466 -7.854 0.094
H 0.898 2.839 -8.264 0.087
H 0.761 4.410 -6.349 0.091
H 1.224 3.626 -4.075 0.063
C -3.090 -2.042 -4.206 -0.234
Si -1.493 -1.130 -4.639 0.025
C -0.932 -1.863 -6.289 -0.234
C -1.951 0.670 -4.956 -0.202
Se 0.022 -1.393 -3.023 0.174
H -3.835 -1.925 -5.001 0.020
H -3.517 -1.665 -3.275 0.000
H -2.889 -3.107 -4.074 0.019
H -1.708 -1.741 -7.053 0.019
H -0.725 -2.929 -6.171 0.019
H -0.021 -1.379 -6.644 -0.006
H -2.710 0.746 -5.742 0.025
H -1.077 1.247 -5.265 0.005
H -2.354 1.128 -4.049 0.007
```

HOMO level (alpha / beta)   -1.64 / -0.95 eV
Lowest unoccupied orbital energy (alpha / beta)   3.7 / 3.7 eV
Charge   -2
Frontier orbital gap (alpha / beta)   5.30 / 4.61 eV
Max |F|   0.0106 hartree/bohr
ΔE to the lowest compared entry with this formula, charge and spin   1.8720 eV


# 2
Density functional theory data (ωB97M-V/def2-TZVPD) for a molecular structure, C45H66AsF6N9O3 in a non-equilibrium geometry.

Structure (XYZ):
```
130
Properties=species:S:1:pos:R:3:lowdin_charge:R:1
C -2.113 5.128 2.753 0.027
C -0.905 5.757 2.082 -0.325
O -0.079 5.105 1.490 0.159
N -0.853 7.315 1.933 0.095
H 0.116 7.596 1.887 0.172
H -1.211 7.559 1.021 0.170
C -1.692 8.105 2.955 0.055
H -2.207 5.462 3.786 0.099
H -2.205 4.043 2.715 0.111
H -2.980 5.466 2.186 0.103
H -1.495 7.602 3.901 0.106
H -2.682 7.899 2.548 0.107
H -1.438 9.165 2.976 0.120
C 7.839 -6.367 1.547 0.015
C 8.338 -7.501 2.328 -0.386
O 7.651 -8.174 3.098 0.172
N 9.794 -7.868 2.086 0.111
H 9.999 -8.851 2.195 0.180
H 10.096 -7.515 1.189 0.164
C 10.700 -7.101 3.152 0.091
H 7.923 -6.391 0.461 0.107
H 8.398 -5.525 1.957 0.102
H 6.767 -6.240 1.695 0.114
H 10.666 -6.055 2.849 0.099
H 11.650 -7.564 2.886 0.112
H 10.310 -7.296 4.151 0.117
C 3.516 -8.843 -5.911 0.042
C 3.906 -7.388 -5.826 -0.375
O 5.014 -6.958 -5.734 0.185
N 2.787 -6.406 -6.222 0.079
H 1.902 -6.634 -5.792 0.172
H 2.933 -5.472 -5.866 0.166
C 2.718 -6.251 -7.777 0.080
H 2.692 -8.961 -6.614 0.091
H 3.227 -9.124 -4.898 0.113
H 4.329 -9.466 -6.283 0.118
H 2.675 -7.262 -8.182 0.114
H 3.532 -5.558 -7.989 0.111
H 1.922 -5.508 -7.824 0.106
C -6.642 -5.270 5.466 0.055
N -7.515 -5.011 6.662 -0.072
C -8.359 -3.971 6.547 0.028
C -9.273 -3.630 7.595 0.071
C -9.435 -4.547 8.641 -0.105
C -8.603 -5.675 8.703 0.048
C -7.612 -5.847 7.760 0.048
C -10.490 -4.288 9.746 -0.125
C -11.301 -5.316 10.187 0.056
C -12.178 -5.074 11.295 0.123
N -12.154 -3.797 11.911 -0.066
C -11.499 -2.779 11.366 0.010
C -10.607 -3.038 10.346 0.036
C -13.095 -3.482 12.973 0.029
H -7.094 -4.943 4.530 0.110
H -6.325 -6.313 5.469 0.113
H -5.795 -4.622 5.691 0.113
H -8.234 -3.359 5.667 0.146
H -9.886 -2.743 7.658 0.131
H -8.740 -6.325 9.554 0.142
H -6.918 -6.671 7.829 0.154
H -11.299 -6.264 9.670 0.139
H -12.894 -5.776 11.698 0.151
H -11.554 -1.763 11.728 0.165
H -9.901 -2.260 10.093 0.136
H -13.617 -2.560 12.716 0.119
H -12.568 -3.204 13.886 0.124
H -13.786 -4.293 13.201 0.119
C 6.304 2.613 0.546 0.008
N 7.066 3.531 -0.232 -0.100
C 6.603 3.833 -1.507 0.054
C 7.302 4.724 -2.344 0.069
C 8.502 5.227 -1.789 -0.124
C 8.948 4.922 -0.519 0.069
C 8.184 4.069 0.306 0.067
C 9.264 6.157 -2.706 -0.103
C 10.667 6.134 -2.651 0.034
C 11.425 7.132 -3.134 0.033
N 10.827 8.083 -3.882 -0.096
C 9.479 8.229 -3.935 0.062
C 8.648 7.209 -3.416 0.067
C 11.618 9.145 -4.349 0.025
H 5.338 2.548 0.044 0.104
H 6.134 2.994 1.553 0.123
H 6.773 1.630 0.555 0.127
H 5.608 3.536 -1.806 0.142
H 7.105 4.987 -3.373 0.135
H 9.929 5.218 -0.176 0.140
H 8.488 3.700 1.275 0.163
H 11.343 5.405 -2.230 0.148
H 12.503 7.196 -3.134 0.167
H 9.091 9.109 -4.427 0.159
H 7.598 7.462 -3.440 0.133
H 12.666 8.893 -4.509 0.133
H 11.453 9.845 -3.530 0.136
H 11.133 9.674 -5.169 0.126
C -6.048 -1.455 -5.187 0.061
N -5.276 -0.200 -5.396 -0.087
C -5.219 0.648 -4.336 0.049
C -4.756 1.937 -4.624 0.073
C -3.969 2.190 -5.776 -0.126
C -3.969 1.199 -6.743 0.061
C -4.608 -0.020 -6.525 0.039
C -3.540 3.561 -6.147 -0.156
C -4.151 4.229 -7.169 0.056
C -3.792 5.517 -7.526 0.038
N -2.751 6.127 -6.967 -0.089
C -2.163 5.505 -5.951 0.012
C -2.562 4.260 -5.434 0.071
C -2.394 7.465 -7.453 0.073
H -7.001 -1.195 -4.726 0.116
H -5.482 -2.082 -4.497 0.126
H -6.241 -1.900 -6.163 0.114
H -5.782 0.415 -3.444 0.156
H -4.895 2.733 -3.907 0.134
H -3.596 1.421 -7.732 0.145
H -4.910 -0.757 -7.254 0.158
H -5.010 3.749 -7.614 0.152
H -4.216 5.971 -8.409 0.165
H -1.182 5.816 -5.623 0.150
H -2.172 3.735 -4.575 0.137
H -2.955 8.043 -6.719 0.130
H -2.572 7.541 -8.526 0.128
H -1.338 7.616 -7.232 0.113
As -0.235 -3.140 -0.842 0.949
F 1.519 -2.859 -1.044 -0.311
F -0.451 -2.955 -2.668 -0.352
F -1.949 -3.620 -0.829 -0.301
F -0.048 -3.477 0.957 -0.323
F -0.649 -1.414 -0.404 -0.330
F 0.201 -4.908 -1.037 -0.332
```

HOMO level   -20.53 eV
Lowest unoccupied orbital energy   -13.6 eV
Charge   +8
Frontier orbital gap   6.91 eV
Max |F|   0.0977 hartree/bohr
ΔE to the lowest compared entry with this formula, charge and spin   0.0000 eV


# 3
Density functional theory data (ωB97M-V/def2-TZVPD) for a molecular structure, C45H67ClCsN7O6P2S.

Structure (XYZ):
```
130
Properties=species:S:1:pos:R:3:lowdin_charge:R:1
Cs 0.262 -0.641 -0.691 0.992
C 1.140 -4.011 0.819 -0.172
C 1.713 -4.052 2.222 -0.188
O 2.126 -2.740 2.540 -0.147
C 2.140 -2.408 3.910 -0.170
C 0.760 -2.403 4.546 -0.192
O -0.089 -1.588 3.780 -0.126
C -1.455 -1.778 4.050 -0.191
C -2.268 -0.993 3.035 -0.179
O -1.885 -1.175 1.690 -0.214
C -2.218 -2.416 1.088 -0.192
C -1.197 -3.535 1.248 -0.179
O 0.044 -3.129 0.722 -0.305
H 0.856 -5.023 0.502 0.137
H 1.898 -3.617 0.136 0.128
H 2.565 -4.742 2.256 0.117
H 0.958 -4.419 2.922 0.113
H 2.570 -1.406 3.958 0.125
H 2.788 -3.087 4.483 0.135
H 0.849 -2.035 5.578 0.135
H 0.349 -3.420 4.605 0.117
H -1.719 -1.420 5.056 0.136
H -1.703 -2.847 4.012 0.117
H -2.143 0.075 3.226 0.121
H -3.329 -1.241 3.172 0.133
H -2.376 -2.222 0.024 0.089
H -3.168 -2.792 1.493 0.136
H -1.577 -4.401 0.688 0.139
H -1.087 -3.837 2.295 0.109
C -4.066 0.987 -0.507 -0.272
P -2.398 1.726 -0.338 0.970
C -2.671 2.740 1.190 -0.398
N -3.905 2.961 1.563 0.134
C -4.122 3.588 2.748 -0.209
C -5.448 3.846 3.172 -0.014
C -5.667 4.473 4.363 -0.078
C -4.580 4.865 5.183 -0.079
C -3.295 4.623 4.795 -0.017
C -3.045 3.976 3.561 -0.208
N -1.766 3.727 3.175 0.134
C -1.563 3.139 2.027 -0.389
P 0.196 2.794 1.507 1.023
C 0.642 1.572 2.804 -0.253
C 1.116 4.344 2.031 -0.727
C 1.242 4.587 3.535 -0.099
C 0.443 5.542 1.355 -0.100
C 2.530 4.190 1.453 -0.115
C -2.333 2.947 -1.764 -0.722
C -0.881 3.351 -2.025 -0.108
C -3.187 4.187 -1.515 -0.093
C -2.841 2.186 -2.996 -0.096
H -4.853 1.717 -0.693 0.038
H -4.290 0.466 0.425 0.033
H -4.030 0.251 -1.310 0.037
H -6.260 3.537 2.527 0.114
H -6.679 4.675 4.690 0.103
H -4.776 5.361 6.125 0.103
H -2.450 4.913 5.405 0.111
H 0.312 1.880 3.797 0.047
H 1.725 1.435 2.796 0.028
H 0.192 0.609 2.560 0.011
H 0.276 4.761 4.001 0.057
H 1.877 5.463 3.698 0.083
H 1.716 3.740 4.036 0.068
H -0.585 5.674 1.694 0.070
H 0.438 5.435 0.268 0.068
H 0.993 6.455 1.597 0.086
H 3.072 3.368 1.928 0.065
H 3.096 5.109 1.630 0.087
H 2.517 4.010 0.378 0.062
H -0.438 3.860 -1.168 0.033
H -0.852 4.038 -2.876 0.089
H -0.253 2.491 -2.276 0.072
H -2.771 4.801 -0.712 0.074
H -4.210 3.925 -1.239 0.072
H -3.226 4.800 -2.421 0.086
H -2.347 1.217 -3.114 0.069
H -2.617 2.768 -3.893 0.093
H -3.918 2.024 -2.960 0.077
N 3.709 -0.931 -2.334 0.008
C 4.441 0.341 -2.281 -0.280
C 3.523 1.514 -1.982 -0.281
N 2.804 1.294 -0.736 -0.046
H 4.172 -1.555 -2.984 0.065
H 2.787 -0.770 -2.734 0.010
H 4.965 0.562 -3.219 0.107
H 5.207 0.278 -1.498 0.099
H 2.790 1.603 -2.790 0.107
H 4.131 2.430 -1.985 0.106
H 2.178 2.053 -0.497 0.002
H 3.429 1.152 0.052 0.027
C 2.860 -5.539 -6.918 -0.054
C 2.100 -4.427 -6.247 -0.276
C 2.065 -4.323 -4.858 -0.039
C 1.342 -3.319 -4.237 -0.055
C 0.644 -2.398 -5.006 -0.277
C 0.667 -2.483 -6.389 -0.052
C 1.394 -3.495 -7.000 -0.036
S -0.252 -1.088 -4.200 0.497
O -0.939 -0.358 -5.244 -0.317
O 0.779 -0.341 -3.483 -0.517
N -1.171 -1.745 -3.127 -0.207
C -2.267 -2.520 -3.415 -0.397
C -2.647 -2.944 -4.706 -0.021
C -3.742 -3.762 -4.855 -0.082
C -4.468 -4.155 -3.732 -0.100
C -4.035 -3.681 -2.510 -0.172
N -2.976 -2.894 -2.337 0.095
H 3.625 -5.947 -6.258 0.073
H 3.343 -5.189 -7.830 0.077
H 2.188 -6.355 -7.192 0.083
H 2.612 -5.041 -4.258 0.110
H 1.312 -3.247 -3.156 0.110
H 0.120 -1.752 -6.968 0.112
H 1.416 -3.560 -8.082 0.113
H -2.090 -2.604 -5.566 0.090
H -4.037 -4.092 -5.843 0.104
H -5.337 -4.794 -3.804 0.090
H -4.572 -3.947 -1.603 0.096
Cl 5.341 -3.622 1.486 0.706
C 5.201 -1.993 2.059 -0.643
C 5.884 -1.583 3.189 -0.090
C 5.732 -0.268 3.603 -0.060
C 4.896 0.564 2.876 -0.144
N 4.234 0.155 1.796 0.067
C 4.390 -1.095 1.380 -0.164
H 6.522 -2.273 3.724 0.110
H 6.254 0.102 4.475 0.105
H 4.743 1.596 3.172 0.103
H 3.867 -1.385 0.473 0.100
```

HOMO level   -7.29 eV
Lowest unoccupied orbital energy   -0.3 eV
Frontier orbital gap   6.99 eV
Max |F|   0.0088 hartree/bohr